No. 1
A structure of composition C16H29Cl3FN3NiO2PS3Si2. Source: the Open Molecules 2025 dataset; level of theory: ωB97M-V/def2-TZVPD.

highest occupied orbital energy (spin up / spin down) = -0.1 / -1.8 eV
HOMO-LUMO gap (spin up / spin down) = 0.1727 / 0.2348 hartree
DFT total energy = -164515.688 eV
expectation value of S² = 3.7660
F_max = 0.0091 Eh/bohr

```
! wB97M-V def2-TZVPD RIJCOSX def2/J DEFGRID3
* xyz -2 4
Ni -0.85 -0.28 -0.03
C -4.53 -2.59 3.55
C -3.22 -2.10 4.13
O -2.95 -0.81 3.60
P -1.46 -0.46 3.01
S -2.27 0.98 1.42
S -0.87 -1.98 1.76
O -0.74 -0.91 4.53
C 0.67 -0.90 4.62
C 1.17 0.38 5.28
H -4.81 -3.56 3.98
H -4.44 -2.68 2.47
H -5.33 -1.87 3.77
H -2.42 -2.79 3.87
H -3.26 -2.03 5.23
H 1.11 -1.00 3.62
H 0.97 -1.78 5.20
H 0.93 1.24 4.65
H 2.25 0.34 5.42
H 0.69 0.51 6.25
C 1.87 -2.66 -0.34
Si 1.76 -1.60 -1.87
C 3.42 -0.70 -2.03
C 1.64 -2.81 -3.33
N 0.46 -0.46 -1.78
C 0.28 0.45 -2.77
C 0.96 0.50 -4.02
C 0.69 1.46 -4.99
C -0.27 2.44 -4.80
C -0.95 2.45 -3.58
C -0.66 1.50 -2.64
F -1.33 1.58 -1.45
H 2.34 -3.62 -0.59
H 0.89 -2.87 0.07
H 2.46 -2.17 0.44
H 4.24 -1.40 -2.22
H 3.62 -0.17 -1.09
H 3.42 0.04 -2.84
H 2.47 -3.52 -3.27
H 1.67 -2.34 -4.31
H 0.71 -3.37 -3.25
H 1.70 -0.25 -4.24
H 1.24 1.42 -5.92
H -0.49 3.17 -5.57
H -1.73 3.17 -3.36
S 1.58 0.66 1.09
C 1.29 2.23 0.59
N 0.30 3.01 1.01
C 0.14 4.18 0.15
C 1.28 4.04 -0.87
N 2.03 2.89 -0.36
H -0.54 2.53 1.41
H 0.23 5.10 0.73
H -0.85 4.17 -0.32
H 1.91 4.93 -0.91
H 0.90 3.83 -1.88
H 2.53 2.29 -0.99
Cl -1.88 -3.53 -1.68
Si -2.49 -1.53 -1.17
Cl -3.08 -0.82 -3.11
Cl -4.40 -1.95 -0.31
*
```

No. 2
An isolated molecule of C16H29ClN4O. Source: the Open Molecules 2025 dataset; level of theory: ωB97M-V/def2-TZVPD.

highest occupied orbital energy = -7.6 eV
structure (SMILES) = Cc1nn(C)c(Cl)c1CN1CCN(CC(C)C)[C@H](CCO)C1
HOMO-LUMO gap = 0.3023 hartree
DFT total energy = -37592.423 eV
F_max = 0.0156 Eh/bohr

```
! wB97M-V def2-TZVPD RIJCOSX def2/J DEFGRID3
* xyz 0 1
C -2.58 -2.98 -1.19
C -2.90 -1.61 -0.72
N -3.87 -0.89 -1.24
N -3.89 0.27 -0.59
C -2.91 0.30 0.35
C -2.24 -0.90 0.31
C -1.08 -1.35 1.14
N 0.04 -1.74 0.30
C 0.50 -0.78 -0.69
H 0.97 -1.38 -1.49
C 1.53 0.27 -0.22
N 2.60 -0.30 0.59
C 2.06 -1.18 1.62
C 1.17 -2.28 1.05
H 1.75 -2.90 0.35
H 0.79 -2.92 1.84
H 1.49 -0.56 2.32
H 2.90 -1.61 2.18
C 3.69 -0.86 -0.18
H 3.35 -1.39 -1.08
C 4.69 0.23 -0.59
C 5.79 -0.36 -1.46
H 5.37 -0.80 -2.36
H 6.34 -1.13 -0.92
H 6.50 0.41 -1.76
C 5.28 0.89 0.66
H 5.89 0.18 1.21
H 4.48 1.23 1.30
H 5.90 1.74 0.39
H 4.16 0.99 -1.16
H 4.22 -1.59 0.45
C 0.91 1.47 0.51
H 0.12 1.16 1.19
H 1.70 1.95 1.09
C 0.32 2.49 -0.47
O 1.28 3.00 -1.36
H 2.02 3.35 -0.84
H -0.44 2.02 -1.10
H -0.15 3.30 0.10
H 2.00 0.68 -1.13
H -0.36 -0.29 -1.12
H -0.85 -0.56 1.88
H -1.38 -2.25 1.70
Cl -2.70 1.67 1.36
C -4.84 1.30 -0.90
H -4.33 2.21 -1.23
H -5.46 0.92 -1.71
H -5.46 1.53 -0.03
H -2.92 -3.72 -0.46
H -1.51 -3.09 -1.32
H -3.09 -3.17 -2.13
*
```

No. 3
A structure of composition C16H29CoF9NO7 in a non-equilibrium geometry. Source: the Open Molecules 2025 dataset; level of theory: ωB97M-V/def2-TZVPD.

highest occupied orbital energy (spin up / spin down) = -5.4 / -5.3 eV
HOMO-LUMO gap (spin up / spin down) = 0.2857 / 0.2822 hartree
DFT total energy = -94971.440 eV
expectation value of S² = 3.7551
F_max = 0.0630 Eh/bohr

```
! wB97M-V def2-TZVPD RIJCOSX def2/J DEFGRID3
* xyz -1 4
Co -0.46 -1.12 1.33
C -2.84 0.94 1.62
O -2.10 1.44 0.52
O -2.24 -0.22 2.00
C -2.96 2.01 2.75
F -1.78 2.55 3.11
F -3.77 3.02 2.32
F -3.60 1.56 3.86
C -2.77 2.45 -0.27
C -1.68 3.13 -1.10
H -0.93 3.56 -0.43
H -1.27 2.50 -1.89
H -2.09 3.97 -1.66
H -3.39 3.15 0.29
H -3.49 1.94 -0.93
H -3.89 0.73 1.32
C -1.55 -3.16 -0.94
O -0.89 -2.26 -1.87
O -1.14 -2.85 0.30
C -3.08 -3.17 -1.17
F -3.64 -3.97 -0.25
F -3.60 -1.93 -1.06
F -3.47 -3.67 -2.36
C -1.08 -2.50 -3.25
C -0.22 -1.48 -4.00
H 0.83 -1.77 -4.04
H -0.54 -1.56 -5.05
H -0.30 -0.45 -3.67
H -2.11 -2.28 -3.57
H -0.85 -3.49 -3.65
H -1.15 -4.15 -1.19
C 1.33 -1.13 3.47
O 1.09 -0.01 2.63
O 0.40 -2.04 3.10
C 2.86 -1.48 3.63
F 3.55 -1.44 2.46
F 3.52 -0.69 4.50
F 2.95 -2.74 4.08
C 1.64 1.26 2.96
C 1.20 2.28 1.94
H 0.18 2.19 1.57
H 1.40 3.30 2.27
H 1.82 2.14 1.04
H 2.73 1.22 2.88
H 1.37 1.60 3.97
H 1.01 -0.81 4.47
C 2.17 -1.97 -0.51
C 1.90 -0.47 -0.43
C 2.55 0.35 -1.54
O 2.20 1.71 -1.39
C 2.48 2.49 -2.51
N 0.44 -0.22 -0.37
H 3.23 -2.18 -0.41
H 1.77 -2.46 -1.40
H 1.72 -2.45 0.36
H 2.33 -0.16 0.52
H 2.28 0.03 -2.56
H 3.65 0.26 -1.52
H 1.82 2.33 -3.37
H 3.50 2.27 -2.85
H 2.45 3.57 -2.35
H 0.05 -0.51 -1.27
H 0.45 0.80 -0.43
*
```

No. 4
An isolated molecule of C16H29N3O2 in a non-equilibrium geometry. Source: the Open Molecules 2025 dataset; level of theory: ωB97M-V/def2-TZVPD.

highest occupied orbital energy = -8.9 eV
structure (SMILES) = CC(C)CCc1noc(CN(C)CCC2CCOCC2)n1
HOMO-LUMO gap = 0.3556 hartree
DFT total energy = -25627.023 eV
F_max = 0.0235 Eh/bohr

```
! wB97M-V def2-TZVPD RIJCOSX def2/J DEFGRID3
* xyz 0 1
C -4.73 -1.04 1.35
H -3.67 -1.25 1.23
H -5.10 -1.70 2.14
H -4.85 -0.01 1.68
C -5.49 -1.28 0.06
C -7.00 -1.16 0.31
H -7.24 -0.16 0.66
H -7.32 -1.88 1.05
H -7.56 -1.34 -0.61
C -5.08 -0.29 -1.04
H -5.27 0.73 -0.71
H -5.70 -0.48 -1.92
C -3.61 -0.40 -1.45
C -2.69 0.30 -0.53
N -2.90 1.50 -0.05
O -1.81 1.76 0.73
C -1.01 0.69 0.66
N -1.51 -0.24 -0.11
C 0.33 0.69 1.32
N 1.33 1.37 0.52
C 1.17 2.80 0.49
H 0.23 3.13 0.01
H 2.00 3.25 -0.05
H 1.18 3.18 1.51
C 1.50 0.79 -0.81
C 2.97 0.86 -1.26
H 3.27 1.91 -1.34
H 3.05 0.41 -2.24
C 3.91 0.16 -0.28
C 3.78 -1.36 -0.32
H 2.77 -1.68 -0.03
C 4.79 -2.00 0.63
O 6.12 -1.63 0.32
C 6.29 -0.23 0.39
C 5.37 0.51 -0.57
H 5.54 1.59 -0.47
H 5.61 0.22 -1.60
H 7.34 -0.06 0.14
H 6.11 0.11 1.42
H 4.77 -3.09 0.56
H 4.56 -1.70 1.67
H 3.97 -1.72 -1.33
H 3.66 0.51 0.73
H 1.18 -0.25 -0.78
H 0.87 1.30 -1.56
H 0.26 1.20 2.28
H 0.63 -0.34 1.47
H -3.48 0.04 -2.44
H -3.30 -1.45 -1.51
H -5.28 -2.29 -0.30
*
```

No. 5
A structure of composition C16H29NP2PtS3. Source: the Open Molecules 2025 dataset; level of theory: ωB97M-V/def2-TZVPD.

highest occupied orbital energy = -6.3 eV
HOMO-LUMO gap = 0.2404 hartree
DFT total energy = -72883.797 eV
F_max = 0.0110 Eh/bohr

```
! wB97M-V def2-TZVPD RIJCOSX def2/J DEFGRID3
* xyz 0 1
Pt -0.10 -0.05 0.30
C -0.68 0.58 3.81
P -0.02 -0.49 2.49
C 1.64 -0.90 3.12
C -0.96 -2.05 2.79
C -0.71 -3.03 1.65
P -1.11 -2.17 0.07
C -0.47 -3.32 -1.19
C -2.91 -2.48 -0.05
H -0.67 0.04 4.76
H -1.69 0.88 3.56
H -0.07 1.48 3.91
H 1.57 -1.42 4.08
H 2.22 0.02 3.25
H 2.16 -1.52 2.39
H -2.02 -1.76 2.82
H -0.71 -2.47 3.77
H -1.28 -3.95 1.78
H 0.35 -3.29 1.60
H -0.80 -4.35 -1.00
H 0.62 -3.26 -1.18
H -0.81 -3.01 -2.18
H -3.12 -3.55 0.00
H -3.29 -2.09 -1.00
H -3.44 -1.96 0.75
S 3.18 0.77 -2.82
C 2.06 0.32 -1.68
S 0.38 0.10 -1.99
S 2.39 0.03 0.00
C 1.43 5.25 0.23
N 1.57 3.77 0.14
C 1.54 3.17 1.49
C 0.55 3.16 -0.83
C -0.83 3.04 -0.27
C -1.70 4.13 -0.38
C -3.00 4.06 0.07
C -3.44 2.85 0.60
C -2.59 1.76 0.67
C -1.25 1.79 0.24
H 2.20 5.64 0.89
H 0.44 5.46 0.64
H 1.52 5.68 -0.76
H 2.48 3.55 -0.28
H 0.55 3.35 1.91
H 2.31 3.64 2.09
H 1.70 2.10 1.38
H 0.93 2.18 -1.07
H 0.61 3.79 -1.72
H -1.35 5.05 -0.85
H -3.67 4.91 -0.01
H -4.47 2.76 0.94
H -2.99 0.83 1.06
*
```

Across the entries above, ΔE to the lowest compared entry with this formula, charge and spin takes the values 0.0; 4.1; 29.3; 75.3; 0.0 kcal/mol, respectively.